# 1
Molecular formula: C6H10N2O
Method: DFT, ωB97M-V/def2-TZVPD

## Properties
Energy above the lowest of the compared OMol25 structures with the same formula, charge and spin: 395.14 kJ/mol
Gap between HOMO and LUMO: 7.60 eV
Highest occupied orbital energy: -8.010 eV
E_tot: -419.23599 Eh

Cartesian coordinates (Å):
C (2.234, -0.997, -0.142)
C (-0.082, 1.583, -1.360)
C (-1.545, 0.338, 0.460)
C (0.263, -0.112, 1.232)
C (0.897, -0.351, 0.043)
N (-2.234, -0.844, 0.383)
C (0.052, 0.125, -1.004)
N (0.206, -0.526, 2.416)
O (-2.066, 1.411, 0.630)
H (-3.166, -0.858, 0.778)
H (-1.711, -1.703, 0.433)
H (-0.280, 0.107, 3.051)
H (-0.030, -0.521, -1.885)
H (2.496, -1.632, 0.705)
H (3.033, -0.261, -0.281)
H (2.211, -1.606, -1.051)
H (-1.009, 1.792, -1.893)
H (-0.023, 2.229, -0.487)
H (0.756, 1.824, -2.028)

Cartesian forces, eV/Å:
0.0 0.0 0.0
-0.1 0.0 0.1
0.1 0.2 0.0
-0.2 0.0 0.2
0.1 0.0 -0.2
0.0 0.0 0.0
-0.1 -0.1 0.4
-0.1 0.1 -0.3
0.2 -0.3 -0.1
0.1 0.0 0.0
0.0 0.1 0.0
0.0 0.0 -0.1
0.0 0.0 0.0
0.0 0.0 0.0
-0.1 0.0 0.0
0.0 0.0 0.0
0.0 0.0 0.0
0.0 0.0 0.0
0.0 0.0 0.0

Atom charges from the natural (NBO) analysis, given in e for atoms 1 to 5: -0.645 -0.639 0.621 0.299 -0.154

# 2
Molecular formula: C33H57BaN4OP2S
Method: DFT, ωB97M-V/def2-TZVPD

## Properties
Charge: +1
Energy above the lowest of the compared OMol25 structures with the same formula, charge and spin: 85.14 kJ/mol
Gap between HOMO and LUMO (spin up / spin down): 3.36 / 5.09 eV
Highest occupied orbital energy (spin up / spin down): -5.860 / -7.579 eV
E_tot: -2691.95273 Eh

Cartesian coordinates (Å):
C (2.309, 1.301, -1.905)
C (2.146, 1.634, 0.352)
C (3.497, 2.015, -1.906)
C (3.360, 2.327, 0.441)
C (4.046, 2.524, -0.745)
H (3.947, 2.203, -2.877)
H (3.706, 2.636, 1.434)
H (4.967, 3.071, -0.735)
N (1.626, 1.058, -0.773)
P (0.335, -0.272, -3.352)
P (0.032, 1.001, 2.898)
C (1.771, 0.887, -3.246)
H (1.547, 1.806, -3.813)
H (2.623, 0.457, -3.787)
C (1.166, 1.916, 1.482)
H (1.691, 2.454, 2.281)
C (0.182, 2.377, 4.315)
C (0.139, -0.695, 3.613)
C (-1.085, 0.644, -4.328)
C (1.177, -1.711, -4.237)
C (-1.212, 3.015, 4.298)
H (-1.984, 2.266, 4.523)
H (-1.258, 3.809, 5.060)
H (-1.452, 3.465, 3.326)
C (0.502, 1.858, 5.729)
H (-0.202, 1.105, 6.097)
H (1.531, 1.477, 5.793)
H (0.447, 2.720, 6.418)
C (1.276, 3.483, 4.118)
H (1.014, 4.388, 4.689)
H (2.268, 3.130, 4.445)
H (1.386, 3.870, 3.104)
C (-1.157, -0.865, 4.421)
H (-2.029, -0.715, 3.766)
H (-1.213, -1.884, 4.830)
H (-1.237, -0.164, 5.261)
C (0.132, -1.690, 2.426)
H (-0.879, -1.718, 1.969)
H (0.906, -1.427, 1.682)
H (0.345, -2.710, 2.771)
C (1.411, -0.946, 4.457)
H (1.436, -0.365, 5.382)
H (1.449, -2.007, 4.753)
H (2.322, -0.724, 3.883)
C (0.171, -2.860, -4.479)
H (0.705, -3.714, -4.930)
H (-0.291, -3.205, -3.539)
H (-0.634, -2.577, -5.172)
C (2.306, -2.227, -3.315)
H (3.064, -1.459, -3.114)
H (1.917, -2.586, -2.350)
H (2.814, -3.071, -3.811)
C (1.785, -1.264, -5.577)
H (2.404, -2.087, -5.974)
H (1.017, -1.037, -6.326)
H (2.437, -0.389, -5.476)
C (-0.808, 2.150, -4.424)
H (0.060, 2.366, -5.064)
H (-1.682, 2.628, -4.893)
H (-0.663, 2.624, -3.442)
C (-2.392, 0.408, -3.536)
H (-2.383, 0.890, -2.537)
H (-3.221, 0.869, -4.094)
H (-2.632, -0.664, -3.419)
C (-1.226, 0.092, -5.750)
H (-0.354, 0.338, -6.372)
H (-1.408, -0.990, -5.777)
H (-2.099, 0.579, -6.213)
Ba (-0.833, -0.451, -0.369)
C (0.506, -3.602, -0.020)
O (0.752, -4.719, 0.146)
N (-1.010, 1.453, 1.573)
C (-0.104, 2.411, 1.154)
C (-0.380, 3.860, 0.631)
C (0.520, 4.920, 1.266)
C (-0.095, 3.804, -0.853)
C (-1.840, 4.226, 0.822)
H (0.252, 5.101, 2.311)
H (1.582, 4.669, 1.180)
H (0.371, 5.857, 0.726)
H (-0.759, 3.067, -1.327)
H (-0.269, 4.797, -1.282)
H (0.934, 3.512, -1.060)
H (-1.980, 5.206, 0.355)
H (-2.457, 3.453, 0.350)
H (-2.129, 4.271, 1.873)
C (-3.536, -3.781, 2.750)
N (-3.451, -3.874, 1.299)
C (-3.490, -5.045, 0.560)
C (-3.422, -4.691, -0.756)
N (-3.320, -3.307, -0.782)
C (-3.354, -2.789, 0.489)
S (-3.354, -1.205, 1.060)
H (-2.552, -3.561, 3.190)
H (-4.227, -2.974, 3.024)
H (-3.904, -4.740, 3.135)
H (-3.586, -6.011, 1.043)
H (-3.443, -5.304, -1.644)
H (-3.382, -2.747, -1.619)

Cartesian forces, eV/Å:
0.8 0.4 0.3
-1.5 1.0 2.4
-0.9 -0.5 -1.6
0.1 -0.9 -0.6
0.4 0.2 1.8
0.1 0.0 0.2
-0.1 0.2 -0.6
0.4 0.2 -0.2
-0.7 -0.7 -0.3
0.0 0.2 0.5
1.1 1.7 -1.2
0.2 0.3 -0.7
0.0 -0.3 0.3
-0.3 0.0 0.1
5.6 -0.6 1.0
0.5 0.1 -1.1
0.1 0.2 -0.2
-0.5 -0.4 -0.2
0.9 -0.5 0.0
-0.4 0.1 -0.5
-0.2 0.2 0.2
0.1 0.2 0.0
0.0 -0.2 -0.1
0.2 -0.3 0.4
-0.1 0.0 0.1
0.2 0.2 0.0
-0.4 0.1 0.0
0.0 -0.3 -0.3
0.0 0.0 -0.5
0.0 -0.5 0.3
-0.4 0.1 -0.1
-0.1 -0.3 0.5
-0.2 -0.5 0.1
0.2 0.0 0.2
0.0 0.1 0.0
0.0 -0.3 -0.3
-0.2 0.2 0.1
0.4 0.0 0.2
-0.1 -0.1 0.3
0.0 0.2 0.0
0.0 0.1 -0.1
-0.1 -0.2 -0.4
-0.1 0.3 -0.2
-0.2 0.0 0.1
0.1 0.0 -0.1
-0.2 0.2 0.2
0.2 0.1 -0.2
0.3 -0.1 0.3
-0.1 0.1 0.0
-0.2 -0.2 0.0
0.1 0.1 -0.2
-0.2 0.3 0.1
0.2 -0.4 -0.3
-0.2 0.2 0.0
0.3 -0.2 0.2
-0.2 -0.2 -0.1
-0.2 0.1 0.0
-0.3 -0.1 0.2
0.2 -0.1 0.1
0.0 -0.2 -0.3
0.1 0.1 -0.1
0.1 -0.1 -0.4
0.1 -0.1 0.2
0.2 0.3 -0.1
-0.5 0.2 -0.2
-0.3 -0.1 0.3
0.1 0.4 0.0
0.2 -0.1 0.0
1.0 1.1 0.1
0.7 -3.7 0.4
-0.8 3.7 -0.5
-2.0 -1.0 1.8
-2.2 1.1 -0.9
0.1 -1.7 0.5
-0.2 0.2 -0.1
0.0 0.3 -0.6
0.0 -0.1 -0.1
0.0 0.0 -0.3
-0.1 0.0 0.1
0.0 0.1 0.0
0.1 0.2 0.0
0.0 -0.1 -0.2
0.0 0.1 0.0
-0.4 -0.2 0.1
-0.1 0.3 0.0
0.0 0.2 -0.2
0.0 -0.1 0.3
0.1 0.1 -0.1
0.0 0.2 -0.7
0.0 -0.3 1.0
0.0 0.2 0.3
-0.3 -0.9 0.0
-0.5 0.2 -0.3
-0.3 -0.1 -0.2
0.2 -0.3 -0.1
0.1 0.3 -0.1
0.1 0.3 -0.2
0.0 0.2 0.1
-0.1 0.0 0.2

Atom charges from the Mulliken analysis, given in e for atoms 1 to 5: 0.457 -1.164 -0.738 -1.265 -1.284

# 3
Molecular formula: C6H8N2O2
Method: DFT, ωB97M-V/def2-TZVPD

## Properties
Energy above the lowest of the compared OMol25 structures with the same formula, charge and spin: 383.43 kJ/mol
Gap between HOMO and LUMO: 9.39 eV
Highest occupied orbital energy: -9.018 eV
SMILES string: C/C=N/[C@@]1(C)N=C1C(=O)O
E_tot: -493.30083 Eh

Cartesian coordinates (Å):
C (-0.400, 0.519, 1.571)
C (-0.344, 2.046, 1.813)
C (-0.633, -0.368, 0.445)
C (-2.047, -0.776, 0.051)
C (2.058, -0.891, -2.148)
C (0.701, -0.635, -1.512)
N (-0.349, -0.604, 2.095)
N (0.490, -0.703, -0.269)
O (0.409, 2.556, 2.775)
O (-0.967, 2.795, 1.079)
H (-2.378, -1.661, 0.822)
H (-1.969, -1.111, -1.006)
H (-2.752, 0.114, 0.161)
H (2.539, -0.033, -2.814)
H (2.896, -1.208, -1.364)
H (1.866, -1.694, -2.802)
H (0.117, -0.144, -2.261)
H (0.764, 1.797, 3.367)

Cartesian forces, eV/Å:
-0.1 1.4 -0.2
-1.3 0.6 -1.7
-0.8 -0.1 1.6
-0.4 -0.7 1.4
2.6 0.9 1.7
1.8 1.5 0.3
-0.1 0.3 -0.7
1.1 -0.6 -0.7
1.1 -2.3 2.0
0.8 -1.5 0.9
0.6 2.1 -2.2
-0.6 0.0 0.8
0.8 -1.3 -0.2
-1.5 -1.5 1.5
-2.0 0.6 -1.6
0.2 -1.2 -1.1
-1.6 0.1 -0.2
-0.7 1.7 -1.4

Atom charges from the natural (NBO) analysis, given in e for atoms 1 to 5: 0.075 0.734 0.200 -0.655 -0.664

# 4
Molecular formula: C4H9N2OS
Method: DFT, ωB97M-V/def2-TZVPD

## Properties
Charge: -1
Energy above the lowest of the compared OMol25 structures with the same formula, charge and spin: 95.68 kJ/mol
Gap between HOMO and LUMO: 6.67 eV
Highest occupied orbital energy: -2.909 eV
SMILES string: CN[C@H](C[S-])C(N)=O
E_tot: -740.78756 Eh

Cartesian coordinates (Å):
C (-0.263, 2.741, 0.923)
N (0.764, 1.696, 0.568)
C (0.261, 0.468, -0.188)
C (-1.037, -0.196, 0.308)
S (-1.951, -1.146, -1.011)
C (1.264, -0.630, 0.088)
N (1.326, -1.464, -1.026)
O (1.992, -0.753, 1.048)
H (0.095, 3.406, 1.703)
H (-0.607, 3.336, 0.089)
H (-1.090, 2.186, 1.346)
H (1.129, 1.422, 1.471)
H (0.047, 0.869, -1.173)
H (-1.764, 0.597, 0.552)
H (-0.970, -0.749, 1.248)
H (0.405, -1.734, -1.391)
H (2.041, -2.176, -0.972)

Cartesian forces, eV/Å:
0.4 -1.8 -0.1
-0.7 0.6 0.2
-0.4 1.4 2.9
-2.1 0.8 -0.3
0.7 -0.1 0.3
0.8 -0.2 -3.1
0.3 0.0 0.7
-0.1 0.4 0.5
0.4 0.1 0.0
0.0 0.0 -0.4
-0.7 0.4 0.1
0.2 -0.5 -0.2
0.5 -0.9 -0.5
0.3 -0.1 -0.1
0.6 -0.2 -0.1
0.0 0.2 -0.2
-0.3 -0.3 0.2

Atom charges from the natural (NBO) analysis, given in e for atoms 1 to 5: -0.420 -0.632 -0.182 -0.547 -0.707

> Which of these has the highest E_tot?

C6H10N2O